Record 1
Formula: C30H30F40O10S2
Source: OMol25
Level of theory: ωB97M-V/def2-TZVPD

Geometry (Å):
O 4.4289 -14.0028 4.0645
S 3.7737 -12.7146 4.3699
O 4.7909 -11.4448 3.9679
C 4.4821 -10.2381 4.7058
C 3.2107 -9.4353 4.1666
C 1.8944 -10.3393 4.0199
C 0.5742 -9.4797 3.7681
S -0.4707 -9.4180 5.3158
O 0.1692 -8.3768 6.1935
O -0.5561 -10.7209 5.9994
C 2.1883 -11.3651 2.8250
O 2.3942 -12.6813 3.3736
H 4.4394 -10.3959 5.8360
H 5.3712 -9.5411 4.5499
H 3.4803 -9.0691 3.1189
H 3.0248 -8.5388 4.8373
H 1.7516 -10.8550 5.0192
H -0.0663 -9.9504 2.9610
H 0.8492 -8.4103 3.4913
H -1.7760 -9.0767 4.9683
H 1.2916 -11.3716 2.1198
H 3.0598 -11.0182 2.1764
C -1.8947 -3.3173 3.0972
C -1.5796 -2.6223 4.4370
C -0.1256 -2.6986 4.9026
F 0.2834 -3.9665 5.1074
F 0.0238 -2.0536 6.0876
F -2.4203 -3.0946 5.3867
F -1.8927 -1.3020 4.2817
O -2.4564 -4.6321 3.1659
C -1.5670 -5.7077 3.2948
C -1.7462 -6.4596 4.6150
F -1.5618 -5.6571 5.6750
F -0.8324 -7.4742 4.7223
F -0.3045 -5.2828 3.1044
F -1.8395 -6.5451 2.2659
H -2.6803 -2.7209 2.6272
H -1.0574 -3.2700 2.3975
H 0.5466 -2.2275 4.1803
H -2.7506 -6.8876 4.6870
C 4.2779 1.9930 4.1231
C 4.5348 0.5246 3.7280
C 4.2366 0.1617 2.2725
F 2.9401 0.3457 1.9507
F 4.5020 -1.1513 2.0529
F 3.8617 -0.2860 4.5784
F 5.8594 0.2818 3.9481
O 3.0381 2.2802 4.7761
C 1.9175 2.5032 3.9617
C 0.8286 1.4472 4.1623
F 1.2846 0.2047 3.8945
F -0.2193 1.6703 3.3294
F 2.3025 2.6175 2.6780
F 1.4356 3.7159 4.3169
H 5.0326 2.2381 4.8742
H 4.4729 2.6848 3.3008
H 4.8535 0.7467 1.5850
H 0.4604 1.4572 5.1912
C -1.4177 2.7447 -0.2780
C -0.5885 4.0251 -0.0636
C -1.2294 5.0857 0.8348
F -2.3938 5.5477 0.3418
F -0.4092 6.1621 0.9462
F -0.2550 4.5378 -1.2717
F 0.5852 3.6496 0.5199
O -2.1808 2.6762 -1.4870
C -3.4479 3.2844 -1.4654
C -3.5512 4.4659 -2.4363
F -2.6336 5.4218 -2.1594
F -4.7694 5.0554 -2.3535
F -3.7672 3.6198 -0.2009
F -4.3294 2.3270 -1.8318
H -0.6966 1.9288 -0.3708
H -2.0161 2.4838 0.5973
H -1.4070 4.6952 1.8407
H -3.3958 4.1431 -3.4672
C -4.2191 6.5182 -6.5304
C -4.6766 6.9986 -7.9230
C -6.0964 6.6057 -8.3345
F -6.2634 5.2703 -8.4002
F -6.3755 7.0868 -9.5724
F -3.7740 6.5955 -8.8471
F -4.6164 8.3623 -7.9098
O -3.4195 5.3313 -6.4822
C -4.1073 4.1057 -6.4762
C -3.8127 3.2612 -7.7185
F -4.1475 3.9104 -8.8516
F -4.5281 2.1107 -7.6961
F -5.4211 4.3268 -6.2905
F -3.6846 3.4416 -5.3701
H -3.5545 7.2966 -6.1472
H -5.0422 6.4816 -5.8134
H -6.8363 7.0164 -7.6419
H -2.7504 3.0093 -7.7737
C 3.4679 6.8899 -4.1739
C 3.7437 5.4219 -4.5576
C 3.4512 5.0441 -6.0103
F 2.1539 5.2089 -6.3341
F 3.7339 3.7329 -6.2196
F 3.0811 4.6099 -3.7015
F 5.0724 5.1976 -4.3347
O 2.2253 7.1670 -3.5239
C 1.1007 7.3710 -4.3397
C 0.0252 6.3030 -4.1299
F 0.4944 5.0641 -4.3876
F -1.0256 6.5020 -4.9644
F 1.4856 7.4797 -5.6261
F 0.6025 8.5798 -3.9944
H 4.2194 7.1500 -3.4245
H 3.6548 7.5777 -5.0015
H 4.0612 5.6318 -6.7018
H -0.3410 6.3167 -3.1003

Results
Frontier orbital gap: 0.3603 Ha
Charge: 0
Maximum force: 6.9 eV Å⁻¹


Record 2
Formula: CH4OS
Source: OMol25
Level of theory: ωB97M-V/def2-TZVPD

Geometry (Å):
O 0.7553 -1.0241 -0.3242
C 0.4118 0.0912 0.3912
S -1.2152 -0.0889 1.2414
H 0.6989 -0.8881 -1.3064
H 1.2375 0.1958 0.9895
H 0.4237 1.0605 -0.3702
H -2.0567 0.5533 0.3676

Results
Frontier orbital gap: 0.3701 Ha
Charge: 0
SMILES: OCS
Maximum force: 5.1 eV Å⁻¹


Record 3
Formula: C5H11N2
Source: OMol25
Level of theory: ωB97M-V/def2-TZVPD

Geometry (Å):
C -1.5040 1.7086 -0.7820
N -0.8168 0.8700 -0.0891
C 0.6184 0.6943 -0.3034
C 1.4626 1.7062 -0.5196
C 0.9418 -0.7631 -0.3530
C -0.1948 -1.6527 0.1095
N -0.6465 -1.2254 1.5039
H -2.1988 2.4743 -0.4083
H -1.0120 1.8450 -1.7709
H 2.3495 1.5431 -1.1493
H 1.2031 2.6655 -0.0907
H 1.3572 -1.1822 -1.2740
H 1.7479 -0.9470 0.3573
H -1.0755 -1.7105 -0.5249
H 0.1268 -2.7228 0.1055
H -1.5082 -1.7108 1.7605
H 0.0481 -1.4185 2.2169
H -0.8987 -0.1739 1.2118

Results
Frontier orbital gap: 0.3293 Ha
Charge: +1
SMILES: C=NC(=C)CC[NH3+]
Maximum force: 3.5 eV Å⁻¹


Record 4
Formula: C8H14N4O5
Source: OMol25
Level of theory: ωB97M-V/def2-TZVPD

Geometry (Å):
N -4.3333 -1.2301 -1.2098
C -3.8245 -0.0300 -0.8635
O -4.3743 1.0135 -0.3236
C -2.2985 0.1913 -0.9234
C -1.8602 0.4424 0.5388
N -0.4413 1.0001 0.4000
C 0.6797 0.1937 0.1260
O 0.5931 -1.0052 0.1360
C 2.0069 0.8854 -0.3458
N 1.8004 2.3954 -0.0523
C 3.1727 0.2660 0.5508
C 4.0861 -0.8034 -0.0898
N 3.5347 -1.9108 -0.6550
O 5.2845 -0.6772 -0.1286
C -2.1151 -0.7741 1.1856
O -2.2720 -1.8515 0.6468
O -1.9934 -0.6816 2.5643
H -5.3080 -1.3793 -1.1513
H -3.7040 -2.0931 -1.2054
H -1.6178 -0.5100 -1.3865
H -2.3784 1.1532 -1.5120
H -2.5488 1.1393 0.9660
H -0.3924 1.9608 0.1322
H 2.1069 0.7193 -1.4181
H 1.9506 2.5932 0.9543
H 2.4796 2.9499 -0.6314
H 2.7436 -0.1747 1.4403
H 3.7345 1.1413 1.0644
H 2.5466 -2.3189 -0.5752
H 4.1779 -2.6873 -0.9417
H -1.4357 0.0827 2.7083

Results
Frontier orbital gap: 0.3716 Ha
Charge: 0
SMILES: NC(=O)C[C@H](NC(=O)[C@@H](N)CC(N)=O)C(=O)O
Maximum force: 6.2 eV Å⁻¹


Record 5
Formula: C2H6N4S
Source: OMol25
Level of theory: ωB97M-V/def2-TZVPD

Geometry (Å):
H 1.4769 1.8577 -2.2485
N 1.3244 1.1701 -1.5448
N 0.4675 0.4604 -2.0479
N 0.1927 -0.8627 -1.1039
N 0.8279 -0.6595 0.1009
C 0.0907 -0.0503 1.1080
C -1.3873 -0.3871 0.9146
S -1.4154 -1.1453 -0.7879
H 1.6037 -0.0527 -0.0554
H 0.1641 0.9680 1.0833
H 0.3416 -0.3303 2.0889
H -1.5967 -1.3254 1.4488
H -2.0901 0.3570 1.0440

Results
Frontier orbital gap: 0.3290 Ha
Charge: 0
SMILES: [H]/N=N/N1NCCS1
Maximum force: 4.0 eV Å⁻¹


Record 6
Formula: C12H21N3O
Source: OMol25
Level of theory: ωB97M-V/def2-TZVPD

Geometry (Å):
O 0.1655 1.9604 -1.3056
N -1.5728 -2.4234 -1.1323
C 0.5780 1.0275 -0.6271
C -1.5629 -1.2511 -1.6227
C -2.8072 -0.4663 -1.4664
C -3.5054 -1.2148 -0.6490
N -2.7370 -2.3748 -0.4960
N 0.6969 -0.2377 -1.2586
C -3.0031 -3.3979 0.3808
C 1.8132 -1.1001 -0.7813
C -0.2855 -0.6104 -2.2120
C 3.3368 1.7744 0.2298
C 0.4666 2.9375 1.2073
C -0.1498 0.6798 1.7818
C 2.3119 1.1734 1.2679
C 0.8182 1.4479 0.8510
H -2.9937 0.5939 -1.6366
H -4.2022 -0.9116 0.0817
H -2.9364 -4.3726 -0.1666
H -2.3483 -3.3043 1.2532
H -4.0549 -3.4130 0.6844
H 2.6855 -0.3799 -0.7413
H 2.0559 -1.8193 -1.5786
H 1.6026 -1.6635 0.1527
H 0.1787 -1.3470 -2.8253
H -0.5707 0.2359 -2.8402
H 3.5055 2.8420 0.3292
H 4.3554 1.2137 0.0631
H 2.9241 1.7322 -0.7711
H 0.9471 3.1383 2.2242
H -0.6068 3.1414 1.3083
H 0.9878 3.4692 0.4613
H -1.2155 0.9996 1.6766
H -0.1699 -0.4343 1.7063
H 0.1754 0.7608 2.7698
H 2.4803 0.1382 1.4034
H 2.6366 1.4558 2.2779

Results
Frontier orbital gap: 0.3481 Ha
Charge: 0
Maximum force: 6.4 eV Å⁻¹


Record 7
Formula: C4H6N2
Source: OMol25
Level of theory: ωB97M-V/def2-TZVPD

Geometry (Å):
C 1.9193 -0.4280 -0.3607
C 2.8547 -0.6195 0.4783
C 1.1960 0.8682 0.2143
C -2.0178 -0.5204 -0.0653
N -0.2053 0.6439 0.2637
N -0.6573 -0.4169 -0.2588
H 1.2994 -0.6020 -1.2436
H 1.4054 1.1221 1.2255
H 1.2229 1.9136 -0.3407
H -2.5493 0.3783 0.4209
H -2.3762 -0.9812 -0.9392
H -2.0917 -1.3582 0.6055

Results
Frontier orbital gap: 0.3664 Ha
Charge: 0
Maximum force: 4.8 eV Å⁻¹


Record 8
Formula: C18H17BrN3O2PtSe2Te
Source: OMol25
Level of theory: ωB97M-V/def2-TZVPD

Geometry (Å):
Pt 0.2772 -0.3471 -1.3016
Se 1.3610 -2.7642 -1.2951
Se 3.0956 -1.8886 0.0368
C 3.3319 -0.2595 -0.9511
C 4.5766 0.3483 -0.9016
C 4.7766 1.5128 -1.6293
C 3.7526 2.0016 -2.4264
C 2.5430 1.3359 -2.4236
N 2.3279 0.2404 -1.6688
C 0.1319 -3.3160 0.0987
C -0.4245 -4.5724 -0.0682
C -1.4060 -4.9502 0.8393
C -1.7421 -4.0786 1.8623
C -1.0941 -2.8520 1.9337
N -0.1768 -2.4626 1.0528
H 5.3713 -0.0868 -0.3141
H 5.7314 2.0160 -1.5893
H 3.8712 2.8879 -3.0306
H 1.6987 1.6823 -3.0087
H -0.1214 -5.2212 -0.8757
H -1.8969 -5.9073 0.7408
H -2.4954 -4.3346 2.5898
H -1.3261 -2.1489 2.7232
Br 0.0014 3.8821 -1.8358
C -1.4928 1.6738 0.0879
C -2.6989 2.2877 0.3679
C -3.8698 1.6230 0.0263
C -3.8098 0.3717 -0.5623
C -2.5655 -0.1538 -0.8478
N -1.4421 0.4964 -0.5417
C -2.2979 -1.4644 -1.5079
O -3.1115 -2.3317 -1.6053
O -1.0592 -1.5383 -1.9755
H -2.7276 3.2632 0.8313
H -4.8269 2.0850 0.2253
H -4.6898 -0.2016 -0.8133
C 0.1072 4.0522 1.6480
Te 0.4430 2.3146 0.5090
C 0.4131 1.1115 2.3046
H -0.8791 3.9927 2.1010
H 0.1948 4.9051 0.9811
H 0.8660 4.0644 2.4244
H 1.2810 1.3926 2.9004
H 0.4963 0.0655 2.0076
H -0.4952 1.2732 2.8815

Results
Frontier orbital gap (spin up / spin down): 0.2390 / 0.2390 Ha
Charge: +1
Maximum force: 2.2 eV Å⁻¹


Calculated total energy for the records above, in order: -6704.37106; -513.88193; -306.29147; -908.47364; -696.86642; -709.24871; -265.29410; -8774.81240 a.u.